(1)
C23H33F3N8O3S2Ti as an isolated structure at a distorted geometry. Source: the OMol25 dataset; level of theory: ωB97M-V/def2-TZVPD.

Each line ends with the Löwdin charge.
CARTESIAN COORDINATES (ANGSTROEM)
O  -3.545  0.669  2.795  -0.2554
C  0.920  2.977  -1.054  -0.1475
C  3.001  0.634  -0.890  -0.1593
C  0.031  -1.923  -3.993  0.0179
C  1.788  1.974  1.665  -0.1570
H  -2.114  -5.005  2.232  0.1323
H  -1.673  -5.037  3.950  0.1286
H  -5.668  3.276  2.066  0.1295
H  1.972  -4.017  -2.185  0.1184
O  -1.794  1.019  -1.465  -0.0674
N  0.517  -3.564  2.215  0.0268
C  2.122  1.089  -2.062  -0.1783
H  3.606  0.821  1.620  0.1251
C  1.346  -3.172  -2.444  0.0152
H  1.968  3.230  -0.892  0.1124
C  -0.381  -2.607  2.534  -0.7337
C  0.876  -3.019  -3.759  -0.2984
H  -3.522  -2.798  2.761  0.1015
C  2.530  0.648  1.505  -0.2380
H  1.771  -4.692  -4.536  0.1118
H  1.287  -2.422  -0.461  0.0999
H  0.116  -5.573  1.728  0.1178
H  1.762  2.237  2.723  0.1362
C  -4.222  2.320  0.800  -0.1787
C  -1.413  -4.622  2.976  -0.0863
H  -7.029  4.023  0.131  0.1160
H  2.665  1.846  -2.639  0.1282
F  -2.744  -1.548  0.840  0.0045
H  0.157  1.571  -2.312  0.0993
F  -2.527  -1.559  -1.304  0.0277
O  -2.205  2.705  2.505  -0.2767
N  -2.074  0.989  0.712  -0.1684
H  -0.401  -1.764  -4.972  0.1213
H  0.815  -3.801  -5.655  0.1134
H  1.936  0.251  -2.727  0.1000
C  -3.820  2.017  -0.496  -0.1179
H  2.431  -0.942  0.277  0.0839
H  2.217  -0.036  2.283  0.0378
H  3.551  1.491  -0.496  0.1127
N  1.215  -3.882  -4.738  0.1504
N  0.427  1.919  1.093  -0.1223
H  0.626  -5.315  3.405  0.1209
H  -6.368  3.438  -2.165  0.1143
S  -2.997  1.652  1.918  0.6972
H  3.740  -0.071  -1.273  0.1273
S  -0.094  -0.950  2.365  0.8108
N  0.232  -1.175  -1.720  -0.0707
C  -4.586  2.410  -1.582  0.0187
H  0.431  4.031  0.767  0.1369
C  -5.367  3.038  1.055  -0.0154
C  -5.748  3.126  -1.335  -0.0449
N  -1.481  -3.165  3.011  -0.1304
H  -2.931  -2.723  4.438  0.1035
C  -2.696  -2.484  3.400  -0.0350
H  1.491  -3.339  2.148  0.1316
Ti  -0.428  0.139  -0.163  0.8754
H  -0.916  3.156  0.067  0.1059
C  0.988  -2.258  -1.488  -0.1299
H  -2.565  -1.412  3.290  0.0354
C  -1.779  -1.504  -0.137  -0.5586
H  2.348  2.758  1.153  0.1106
F  -1.245  -2.786  -0.068  0.0037
C  0.152  3.101  0.260  -0.1739
H  -4.277  2.151  -2.585  0.1278
H  -0.247  1.939  1.852  0.0666
N  2.210  0.041  0.206  -0.0898
H  0.524  3.697  -1.772  0.1338
C  -6.128  3.449  -0.036  -0.0402
C  -2.542  1.305  -0.484  -0.4896
C  0.046  -4.898  2.580  -0.1107
N  0.842  1.594  -1.566  -0.1063
C  -0.256  -1.057  -2.968  -0.1226
H  -0.931  -0.232  -3.147  0.1142

Properties
charge: +1
spin multiplicity: 2


(2)
A 10-piece molecular cluster, FH18O9 overall at a distorted geometry. Source: the OMol25 dataset; level of theory: ωB97M-V/def2-TZVPD.

Each line ends with the natural charge from an NBO analysis.
CARTESIAN COORDINATES (ANGSTROEM)
H  -1.703  0.579  1.042  0.4899
H  -1.966  2.417  -0.951  0.4663
H  1.832  -0.670  -0.005  0.4969
O  0.633  -0.167  3.029  -0.9389
O  -2.466  1.110  1.269  -0.9580
H  -2.094  -2.906  0.519  0.4785
O  0.772  -1.857  -2.150  -0.9507
O  -1.340  2.026  -1.560  -0.9656
H  1.214  0.962  -1.316  0.4872
O  2.785  -0.687  -0.099  -0.9782
H  1.008  -1.033  -1.724  0.4847
O  0.967  2.630  1.236  -0.9415
H  0.990  -2.531  -1.506  0.4555
H  1.394  2.331  2.039  0.4413
O  1.685  0.990  -2.149  -0.9653
H  -3.145  0.828  0.656  0.4650
H  -1.107  -0.921  -0.839  0.4980
H  2.521  0.561  -1.967  0.4729
H  -0.963  1.290  -1.077  0.4874
O  -1.950  -1.259  -1.139  -0.9981
F  0.133  0.017  -0.072  -0.9116
H  0.415  -0.394  2.126  0.4893
H  3.116  -0.427  0.760  0.4625
H  1.297  0.517  2.951  0.4453
H  0.580  1.839  0.861  0.4944
H  -0.926  -1.967  0.731  0.4753
O  -1.477  -2.604  1.185  -0.9552
H  -2.204  -0.674  -1.852  0.4729

Properties
charge: -1


(3)
A 2-piece molecular cluster, C3H4O2S overall at a distorted geometry. Source: the OMol25 dataset; level of theory: ωB97M-V/def2-TZVPD.

Each line ends with the natural charge from an NBO analysis.
CARTESIAN COORDINATES (ANGSTROEM)
C  0.059  -1.513  -0.216  0.3654
S  -2.409  -0.240  -0.122  0.0999
C  -0.017  1.057  0.112  -0.1756
H  -0.642  -2.289  -0.583  0.1756
H  -0.665  1.841  -0.700  0.2290
H  1.905  0.288  0.585  0.4909
H  -0.051  1.717  1.226  0.2178
O  1.272  -1.414  0.098  -0.4928
O  1.307  0.810  -0.497  -0.7068
C  -0.758  -0.256  0.097  -0.2034


(4)
A 2-piece molecular cluster, C5H13N2 overall at a distorted geometry. Source: the OMol25 dataset; level of theory: ωB97M-V/def2-TZVPD.

Each line ends with the natural charge from an NBO analysis.
CARTESIAN COORDINATES (ANGSTROEM)
H  -0.223  -1.037  -1.681  0.2397
C  -3.236  1.056  -0.024  -0.6089
H  3.000  -1.075  -1.716  0.4315
N  3.219  -0.250  2.642  -1.0825
H  -4.256  0.863  -0.276  0.2467
C  -0.904  0.592  -0.481  0.2304
H  -3.023  2.168  0.003  0.2193
H  1.813  -2.277  -1.534  0.3896
H  3.475  0.657  2.879  0.3763
H  -3.016  0.794  1.024  0.2231
H  3.257  -0.845  3.385  0.3717
H  -0.606  1.412  0.133  0.2214
H  -2.401  -0.662  -1.080  0.2404
C  1.326  -0.556  -0.317  0.2773
N  2.324  -1.541  -1.048  -0.7712
H  1.760  0.225  0.223  0.2165
C  0.082  -0.382  -0.890  -0.3626
C  -2.311  0.446  -1.080  -0.5129
H  2.427  -0.461  1.969  0.3401
H  -2.706  0.875  -2.131  0.3141

Properties
charge: +1


(5)
C3H7N3O2 as an isolated structure at a distorted geometry. Source: the OMol25 dataset; level of theory: ωB97M-V/def2-TZVPD.

Each line ends with the natural charge from an NBO analysis.
CARTESIAN COORDINATES (ANGSTROEM)
H  -0.253  -1.909  -1.388  0.4369
N  -0.327  -0.937  0.294  -0.5739
H  0.082  0.854  -2.161  0.4213
H  1.388  -1.246  -2.970  0.2904
N  0.106  -0.963  -2.236  -0.6574
O  -0.303  2.879  -0.613  -0.5419
N  0.351  0.176  -1.443  -0.4804
C  -0.392  -1.246  1.745  -0.4788
H  0.380  3.096  1.248  0.1146
O  0.185  1.195  0.724  -0.4757
H  0.596  -1.896  2.066  0.2126
H  -1.081  -2.227  1.938  0.2064
C  0.084  2.454  0.381  0.6660
H  -0.878  -0.434  2.564  0.2058
C  0.061  0.203  -0.150  0.6540


(6)
C10H18Cu6NO4 as an isolated structure at a distorted geometry. Source: the OMol25 dataset; level of theory: ωB97M-V/def2-TZVPD.

Each line ends with the natural charge from an NBO analysis.
CARTESIAN COORDINATES (ANGSTROEM)
C  0.819  1.065  3.431  0.8458
C  -1.393  -0.776  -0.949  0.0979
H  1.978  -1.066  0.277  0.1030
H  -3.089  -1.375  0.456  0.2073
C  0.788  0.547  -0.701  0.0704
C  -1.621  -0.228  -2.404  -0.3987
Cu  -1.264  -0.276  4.154  0.9760
H  -2.116  0.743  -2.441  0.2326
C  1.326  1.849  0.008  -0.6613
O  -0.263  0.849  3.976  -0.9362
H  1.663  1.868  1.045  0.1344
H  0.543  2.607  -0.016  0.2544
C  -2.891  -0.832  -0.468  -0.5972
O  1.815  0.875  4.052  -0.9311
Cu  1.242  -0.242  1.541  0.7510
H  -0.696  -2.779  -0.120  0.2151
C  1.872  -0.574  -0.690  -0.6164
Cu  0.721  0.221  5.551  0.8948
Cu  2.490  1.856  2.717  1.0125
H  -2.195  -0.985  -2.939  0.2493
O  0.930  1.271  2.201  -0.9024
H  -3.521  -1.270  -1.243  0.2577
H  0.302  -1.021  -2.914  0.1974
C  -0.961  -2.281  -1.053  -0.6642
Cu  -0.895  1.120  2.120  0.9884
H  2.806  -0.020  -0.789  0.2550
H  2.202  2.316  -0.442  0.2684
Cu  2.182  -0.663  3.594  0.7987
H  -0.189  -2.634  -1.735  0.2286
H  1.500  0.847  -2.780  0.2501
C  -0.276  -0.103  -3.023  -0.3917
H  0.159  1.913  -2.306  0.2322
H  1.873  -1.394  -1.409  0.2987
H  -3.114  0.211  -0.241  0.2074
O  -0.594  -0.099  1.273  -0.9211
H  -0.331  0.299  -4.034  0.2598
H  -1.857  -2.832  -1.341  0.2558
N  -0.517  0.086  -0.149  -0.1213
C  0.572  0.908  -2.211  -0.4012

Properties
charge: +3


(7)
C28H54FNO17S4 as an isolated structure at a distorted geometry. Source: the OMol25 dataset; level of theory: ωB97M-V/def2-TZVPD.

Each line ends with the Löwdin charge.
CARTESIAN COORDINATES (ANGSTROEM)
C  -3.332  1.246  -1.142  -0.6229
C  -0.291  -4.111  4.179  -0.2035
H  -0.172  -4.536  5.202  0.1414
H  -5.625  -0.032  3.224  0.0674
O  -2.545  0.527  -0.808  0.2297
C  -0.385  3.816  -3.202  -0.1835
C  3.807  -0.973  -3.788  -0.2614
C  -3.874  4.479  -1.664  0.0376
C  -1.172  -4.432  2.033  -0.2228
H  1.096  1.270  -3.008  0.1034
H  -1.852  -2.567  4.605  0.0981
H  3.011  0.746  3.932  0.1600
H  6.180  1.974  4.984  0.0508
H  -5.134  2.622  -3.204  0.1692
S  -1.504  -2.705  2.429  0.6353
H  0.548  -0.408  -0.033  0.0288
C  -1.211  -2.365  -1.616  -0.2562
S  3.352  -1.637  -2.266  0.6973
H  6.990  0.875  3.952  0.1501
H  4.012  -0.839  -0.442  0.0378
H  -2.349  -0.987  -3.142  0.1393
H  0.077  0.928  0.210  0.0345
C  4.950  0.371  5.006  -0.1455
H  4.462  0.708  5.829  0.0832
H  2.806  -0.399  -4.037  0.1493
H  -0.124  -2.048  4.394  0.1271
H  -1.747  -2.517  -0.609  0.1156
H  5.440  -0.472  5.233  0.0661
C  -0.924  -2.759  4.107  -0.2188
H  3.838  -1.655  -4.500  0.0645
H  1.736  0.787  0.393  0.1406
H  5.349  -1.523  -1.457  0.1411
H  -0.318  -4.755  -3.844  0.0621
C  -4.621  3.201  -1.161  -0.2565
H  0.946  1.691  -4.770  0.0122
O  3.693  0.747  1.614  -0.3000
H  4.049  1.069  -2.077  0.1395
C  -1.824  1.389  3.368  -0.7158
S  4.701  0.328  2.464  0.5523
H  -3.170  -2.425  -2.592  0.0710
C  4.515  -0.777  -1.306  -0.2504
H  5.886  0.817  -1.859  0.1011
H  0.139  0.416  -3.967  0.0598
O  3.675  -3.054  -2.219  -0.3156
H  -3.653  5.205  -0.921  0.0926
H  0.603  -3.980  3.791  0.0599
O  -4.191  1.123  -2.183  0.0638
H  -5.238  0.864  4.494  0.0437
O  -2.412  -3.841  -4.602  -0.3267
O  -0.746  0.954  3.387  0.1693
O  -1.163  4.506  -4.088  0.0743
H  -1.293  -4.515  -1.493  0.1470
O  -2.067  2.582  3.842  0.1497
O  -2.900  4.010  -5.400  0.0612
C  0.471  1.448  -3.972  0.0144
H  0.662  4.084  -3.407  0.1414
O  -2.812  0.844  2.830  0.1365
C  3.873  -0.075  3.853  -0.2191
H  -6.116  1.569  3.284  0.0610
S  -1.534  -2.849  -4.067  0.6521
H  -2.072  -4.931  3.889  0.1038
H  4.993  2.560  3.546  0.0917
O  5.606  -0.718  2.107  -0.2541
C  6.009  1.247  4.380  -0.2036
O  -1.002  -1.859  -4.988  -0.3269
C  -5.299  0.941  3.475  0.0278
O  -2.901  -2.374  2.492  -0.2920
H  5.799  -0.754  -3.653  0.0848
H  3.638  -1.252  3.971  0.1660
C  -2.231  -2.036  -2.654  -0.2198
F  0.957  2.912  -0.612  -0.6686
H  -6.144  1.952  -1.745  0.1288
H  -5.472  3.541  -0.676  0.1219
H  -2.148  -4.799  1.192  0.2151
H  -4.117  1.896  1.740  0.1701
H  0.608  -3.274  -3.761  0.0918
O  -3.618  2.405  -0.465  0.0531
H  -0.501  -1.529  -1.462  0.0903
C  -1.193  -5.085  3.343  -0.1930
C  4.953  0.410  -2.090  -0.1436
H  -0.360  -4.547  1.530  0.0236
H  0.687  -0.098  1.368  0.1067
H  -0.899  -6.060  3.329  0.0921
H  -0.758  1.924  -2.257  0.1592
H  6.121  2.156  2.514  0.0719
O  1.976  -1.143  -1.992  -0.3464
H  -0.568  4.068  -2.099  0.1353
H  -3.909  3.005  4.355  0.0307
H  -4.460  4.998  -2.243  0.0337
O  -1.788  2.445  -4.195  0.1458
C  -0.510  -3.712  -1.857  -0.1901
C  -3.957  1.616  2.887  -0.1983
C  5.410  1.780  3.087  -0.2076
C  -3.441  2.918  3.605  -0.0047
H  -3.667  3.682  3.094  0.0801
C  -5.174  2.235  -2.134  -0.0483
O  -0.643  -1.964  1.602  -0.3097
H  0.381  -3.717  -1.213  0.1065
N  0.760  0.359  0.466  0.3495
H  -3.123  4.434  -2.327  0.0344
C  -0.649  2.354  -3.360  -0.2737
H  5.405  0.465  -4.410  0.1461
C  4.968  -0.143  -3.577  -0.2121
C  -2.010  3.591  -4.611  -0.6143
C  -0.226  -3.856  -3.380  -0.1882


(8)
A single C5H9N molecule at a distorted geometry. Source: the OMol25 dataset; level of theory: ωB97M-V/def2-TZVPD.

Each line ends with the natural charge from an NBO analysis.
CARTESIAN COORDINATES (ANGSTROEM)
H  -2.055  0.116  -0.393  0.1947
H  0.283  2.898  1.827  0.2053
H  1.085  1.372  1.169  0.1850
H  0.855  0.453  -0.606  0.3762
N  0.008  -0.065  -0.776  -0.6238
C  0.241  -1.393  -1.110  0.0356
H  -0.680  -1.925  -1.315  0.1877
C  1.438  -1.987  -1.102  -0.5313
C  0.179  1.938  1.344  -0.4046
H  -1.925  1.934  1.250  0.2109
C  -1.085  0.234  0.107  -0.2545
C  -0.996  1.501  0.904  -0.1711
H  2.364  -1.453  -1.275  0.1946
H  -1.222  -0.586  0.841  0.1845
H  1.511  -3.038  -0.866  0.2107

Properties
structure (SMILES): C=CCNC=C


Energy above the lowest of the compared OMol25 structures with the same formula, charge and spin / kJ/mol: 76.2 0.0 525.0 511.9 765.3 463.1 253.2 217.5